Record 1
Density functional theory data (ωB97M-V with the def2-TZVPD basis set) for a 2-piece molecular cluster, C4H8O2 overall.

Values from the calculation:
SMILES = C=CO.CC=O
Relative energy (zero: lowest compared OMol25 entry of this formula, charge and spin) = 73.92 kcal/mol
F_max = 0.089 hartree/bohr
E_LUMO = 0.0266 Eh
Electronic energy = -8370.0762 eV
Orbital gap = 9.9 eV

```
14
Properties=species:S:1:pos:R:3:mulliken_charge:R:1
C -3.973 -1.042 1.473 -0.577
C -3.131 -0.588 2.358 0.052
O -2.066 -1.478 2.642 -0.519
H -4.777 -0.342 1.034 0.201
H -4.061 -2.120 0.993 0.204
H -3.053 0.363 2.766 0.314
H -1.341 -1.090 3.198 0.324
C 3.437 0.991 -1.498 -0.833
C 2.821 0.748 -2.832 0.104
O 1.928 1.438 -3.179 -0.437
H 2.725 1.258 -0.743 0.292
H 4.201 1.657 -1.893 0.224
H 3.917 0.174 -0.899 0.302
H 3.372 0.032 -3.418 0.348
```

Record 2
Density functional theory data (ωB97M-V with the def2-TZVPD basis set) for a 3-piece molecular cluster, C3H14N3O2 overall.

Values from the calculation:
Net charge = +1
Relative energy (zero: lowest compared OMol25 entry of this formula, charge and spin) = 36.05 kcal/mol
F_max = 0.120 hartree/bohr
E_LUMO = -0.0997 Eh
Electronic energy = -11897.0570 eV
Orbital gap = 11.5 eV

```
22
Properties=species:S:1:pos:R:3:mulliken_charge:R:1
C -0.401 -2.510 -1.061 -1.412
C 0.131 -1.173 -0.653 -0.174
N -0.854 -0.140 -0.672 -0.015
C -0.645 1.104 -0.610 0.596
N -1.371 2.084 -1.237 -0.484
N 0.386 1.594 0.102 -0.314
H -1.036 -2.431 -1.979 0.387
H 0.422 -3.189 -1.264 0.367
H -1.033 -2.873 -0.258 0.375
H 0.841 -0.816 -1.456 0.347
H 0.759 -1.040 0.282 0.239
H -1.656 -0.538 -1.033 0.186
H -2.293 1.878 -1.716 0.238
H -1.093 2.952 -1.735 0.270
H 0.412 2.476 0.581 0.286
H 0.935 0.945 0.654 0.098
H 4.052 1.138 1.776 0.301
H 3.973 -0.189 1.140 0.309
O 3.472 0.596 1.273 -0.600
H -1.351 -0.509 2.293 0.274
H -1.930 0.277 3.242 0.310
O -1.720 0.364 2.332 -0.583
```

Record 3
Density functional theory data (ωB97M-V with the def2-TZVPD basis set) for one molecule with the formula C5H9NO.

Values from the calculation:
SMILES = C[C@H]1N[C@H]1CC=O
Relative energy (zero: lowest compared OMol25 entry of this formula, charge and spin) = 46.51 kcal/mol
F_max = 0.011 hartree/bohr
E_LUMO = 0.0385 Eh
Electronic energy = -8867.1958 eV
Orbital gap = 10.7 eV

```
16
Properties=species:S:1:pos:R:3:mulliken_charge:R:1
C -1.284 -0.104 1.230 -1.427
C -1.249 0.123 -0.266 0.213
N -0.835 1.444 -0.751 -0.706
C 0.031 0.289 -0.989 0.100
C 1.338 0.278 -0.239 -0.797
C 1.823 -1.106 0.122 -0.003
O 1.132 -2.098 0.115 -0.466
H -0.966 0.799 1.758 0.376
H -2.292 -0.356 1.570 0.353
H -0.624 -0.933 1.506 0.230
H -2.035 -0.382 -0.826 0.441
H -1.339 1.697 -1.597 0.251
H 0.074 -0.114 -2.001 0.421
H 1.211 0.820 0.709 0.286
H 2.129 0.813 -0.779 0.371
H 2.887 -1.170 0.438 0.357
```